# 1
Entry from the OMol25 dataset: 2 unconnected molecules or ions with the total composition C4H12N2O in a non-equilibrium geometry (ωB97M-V/def2-TZVPD).

Output
structure (SMILES)	[H]/N=C(/C)NC.CO
HOMO level	-9.108	eV
HOMO-LUMO gap	0.361	Ha
relative energy (zero: lowest compared OMol25 entry of this formula, charge and spin)	297.70	kJ/mol

Positions of all 19 atoms, in Å:
C (0.89, -0.26, 1.21)
C (2.52, 1.00, -1.40)
O (1.17, 1.03, -1.08)
H (2.98, 0.00, -1.39)
H (3.09, 1.62, -0.69)
H (2.68, 1.43, -2.40)
H (1.00, 0.82, 1.16)
H (1.80, -0.75, 0.89)
H (0.50, -0.62, 2.16)
C (-2.78, -1.01, 0.39)
C (-1.60, -0.08, 0.29)
N (-0.36, -0.71, 0.12)
N (-1.78, 1.17, 0.26)
H (-0.41, -1.72, 0.07)
H (0.42, 0.11, -0.97)
H (-0.90, 1.69, 0.15)
H (-3.70, -0.43, 0.35)
H (-2.74, -1.56, 1.33)
H (-2.78, -1.73, -0.43)


# 2
Entry from the OMol25 dataset: 2 unconnected molecules or ions with the total composition C4H12N2O in a non-equilibrium geometry (ωB97M-V/def2-TZVPD).

Output
HOMO level	-7.699	eV
HOMO-LUMO gap	0.132	Ha
relative energy (zero: lowest compared OMol25 entry of this formula, charge and spin)	902.04	kJ/mol

Positions of all 19 atoms, in Å:
C (2.23, 1.07, 0.06)
C (0.98, 1.06, 0.95)
C (-0.17, 0.66, 0.09)
N (-2.61, -0.72, -0.71)
C (-1.94, -0.90, 0.62)
N (-1.35, 0.37, 0.89)
H (3.24, 1.14, 0.57)
H (2.18, 0.03, -0.58)
H (2.11, 2.02, -0.65)
H (0.86, 0.31, 1.71)
H (0.81, 2.11, 1.45)
H (0.24, -0.28, -0.41)
H (-0.40, 1.39, -0.76)
H (-1.10, -1.68, 0.37)
H (-3.49, -1.24, -0.88)
H (-2.54, -1.26, 1.42)
H (-2.66, 0.30, -0.79)
H (3.03, -1.91, -1.32)
O (2.36, -1.22, -1.46)


# 3
Entry from the OMol25 dataset: 2 unconnected molecules or ions with the total composition C4H12N2O in a non-equilibrium geometry (ωB97M-V/def2-TZVPD).

Output
structure (SMILES)	C=C(N)CCN.O
HOMO level	-8.393	eV
HOMO-LUMO gap	0.339	Ha
relative energy (zero: lowest compared OMol25 entry of this formula, charge and spin)	191.24	kJ/mol

Positions of all 19 atoms, in Å:
C (1.17, 1.00, -0.64)
C (0.88, -0.53, -0.61)
C (-0.40, -1.07, -0.01)
C (-0.37, -1.48, 1.29)
N (-1.56, -1.33, -0.72)
N (2.57, 1.26, -0.40)
H (0.52, 1.48, 0.11)
H (0.82, 1.45, -1.57)
H (0.87, -0.91, -1.64)
H (1.73, -0.99, -0.12)
H (-1.17, -2.13, 1.61)
H (0.42, -1.14, 1.94)
H (-2.36, -0.77, -0.48)
H (-1.51, -1.41, -1.73)
H (2.80, 1.75, 0.45)
H (2.91, 1.84, -1.17)
H (-1.91, 1.55, 1.29)
H (-2.63, 0.28, 1.38)
O (-2.76, 1.15, 1.03)


# 4
Entry from the OMol25 dataset: a molecular structure, C4H12N2O in a non-equilibrium geometry (ωB97M-V/def2-TZVPD).

Output
HOMO level	-7.464	eV
HOMO-LUMO gap	0.300	Ha
relative energy (zero: lowest compared OMol25 entry of this formula, charge and spin)	304.79	kJ/mol

Positions of all 19 atoms, in Å:
C (-0.81, -1.91, 0.41)
C (-1.65, 0.67, -0.74)
N (-0.60, -0.62, 1.04)
C (-0.72, 0.58, 0.44)
O (-0.38, 1.64, 1.11)
H (-0.05, -0.60, 1.89)
H (-0.12, -2.08, -0.42)
H (-0.66, -2.70, 1.15)
H (-1.83, -1.99, 0.03)
H (-1.59, 1.67, -1.16)
H (-2.68, 0.50, -0.39)
H (-1.41, -0.07, -1.51)
C (1.45, 0.89, -0.72)
N (2.46, 0.21, 0.10)
H (2.85, 0.86, 0.78)
H (2.03, -0.53, 0.64)
H (1.94, 1.70, -1.28)
H (1.10, 0.20, -1.49)
H (0.66, 1.59, 0.12)